[1]
Molecular formula: C21H22BrCl12N3O2S
Method: DFT, ωB97M-V/def2-TZVPD

The gap between HOMO and LUMO comes out at 0.2731 Ha. As for the structure (SMILES): CCNc1cccc2c1Sc1cc(ON=O)c([C@@H](Br)CC)cc1N2.ClC(Cl)Cl.ClC(Cl)Cl.ClC(Cl)Cl.ClC(Cl)Cl. The total energy comes out at -9622.45773 a.u. Its strongest force on any atom is 3.41 eV/A.

```
! RIJCOSX wB97M-V def2-TZVPD def2/J DEFGRID3
* xyz 0 1
C -8.404 -0.267 -3.942
C -7.718 -0.968 -2.714
N -6.261 -0.738 -2.666
C -5.595 -1.491 -1.650
C -6.274 -2.393 -0.717
C -5.514 -3.149 0.315
C -4.072 -2.986 0.334
C -3.323 -2.106 -0.604
C -4.110 -1.367 -1.578
S -3.202 -0.264 -2.731
C -1.729 0.143 -1.719
C -1.028 1.405 -1.914
C 0.182 1.692 -1.124
O 0.789 2.953 -1.396
N 0.666 3.845 -0.330
O -0.437 3.865 0.076
C 0.723 0.734 -0.131
C 2.028 1.035 0.687
Br 2.814 -0.589 1.529
C 3.171 1.730 -0.157
C 4.585 1.689 0.571
C -0.046 -0.513 0.060
C -1.266 -0.822 -0.725
N -1.885 -2.100 -0.461
H -8.198 0.837 -3.917
H -9.512 -0.473 -3.937
H -7.942 -0.645 -4.901
H -8.144 -0.644 -1.719
H -7.949 -2.073 -2.789
H -5.873 -0.902 -3.596
H -7.372 -2.563 -0.729
H -6.036 -3.831 1.031
H -3.496 -3.565 1.095
H -1.427 2.106 -2.682
H 1.714 1.689 1.548
H 2.915 2.830 -0.232
H 3.230 1.370 -1.220
H 4.438 1.820 1.681
H 5.157 0.748 0.330
H 5.221 2.562 0.237
H 0.294 -1.271 0.815
H -1.721 -2.331 0.528
C 6.904 -0.335 -2.103
Cl 5.842 -1.722 -1.831
Cl 6.091 0.885 -3.092
Cl 7.424 0.359 -0.564
H 7.784 -0.679 -2.638
C -0.493 -2.279 4.067
Cl 0.989 -3.181 3.738
Cl -0.226 -0.546 3.852
Cl -1.810 -2.840 3.026
H -0.778 -2.454 5.099
C 1.392 3.669 4.152
Cl 1.670 4.589 2.670
Cl 0.370 4.580 5.269
Cl 0.665 2.098 3.782
H 2.350 3.495 4.631
C 10.594 -0.126 1.925
Cl 9.947 1.519 1.947
Cl 9.570 -1.209 2.875
Cl 10.745 -0.712 0.264
H 11.582 -0.110 2.372
*
```

[2]
Molecular formula: C21H22BrCrNO5
Method: DFT, ωB97M-V/def2-TZVPD

The gap between HOMO and LUMO (spin up / spin down) comes out at 0.2949 / 0.3024 Ha. The total energy comes out at -4863.00242 a.u. Its strongest force on any atom is 1.17 eV/A.

```
! RIJCOSX wB97M-V def2-TZVPD def2/J DEFGRID3
* xyz -1 4
Cr 1.696 0.288 -0.237
N 3.243 -0.122 0.910
C 4.539 -0.101 0.189
C 4.707 1.180 -0.613
C 3.789 1.241 -1.858
O 4.036 2.035 -2.745
O 2.833 0.365 -1.854
H 3.267 0.474 1.732
H 3.022 -1.076 1.198
H 4.523 -0.958 -0.481
H 5.354 -0.235 0.905
H 5.746 1.287 -0.923
H 4.467 2.057 -0.007
Br -3.979 -4.623 -1.384
C -2.571 -3.388 -1.726
C -2.772 -2.379 -2.652
C -1.734 -1.492 -2.903
C -0.533 -1.605 -2.220
C -0.356 -2.609 -1.277
C -1.378 -3.521 -1.042
C 0.932 -2.743 -0.488
O 1.165 -3.799 0.086
O 1.710 -1.726 -0.518
H -3.718 -2.292 -3.168
H -1.869 -0.705 -3.635
H 0.282 -0.921 -2.427
H -1.216 -4.315 -0.326
C -0.245 3.280 0.615
C 1.233 3.363 0.251
C 1.462 4.367 -0.875
O 1.762 2.142 -0.143
H -0.630 4.267 0.888
H -0.401 2.590 1.443
H -0.814 2.908 -0.241
H 1.777 3.723 1.143
H 0.810 4.134 -1.720
H 2.492 4.302 -1.227
H 1.253 5.388 -0.544
C 0.029 0.053 0.961
C -1.070 -0.247 1.389
C -2.388 -0.580 1.837
C -3.388 0.396 1.897
C -4.670 0.068 2.309
C -4.977 -1.237 2.670
C -3.991 -2.213 2.619
C -2.708 -1.890 2.208
H -3.144 1.410 1.608
H -5.434 0.835 2.345
H -5.981 -1.493 2.987
H -4.223 -3.236 2.888
H -1.937 -2.648 2.159
*
```

[3]
Molecular formula: C21H22BrF3OSTa
Method: DFT, ωB97M-V/def2-TZVPD

The gap between HOMO and LUMO comes out at 0.2605 Ha. The total energy comes out at -4217.17530 a.u. Its strongest force on any atom is 3.48 eV/A.

```
! RIJCOSX wB97M-V def2-TZVPD def2/J DEFGRID3
* xyz 1 1
Ta 0.176 0.769 -0.538
C 1.153 -2.619 1.752
C 1.462 -2.824 0.415
C 2.601 -2.248 -0.133
C 3.431 -1.468 0.661
C 3.097 -1.227 1.985
C 1.962 -1.806 2.530
H 0.300 -3.116 2.190
H 0.840 -3.478 -0.180
H 2.885 -2.461 -1.154
H 4.355 -1.080 0.256
H 3.742 -0.617 2.600
H 1.720 -1.645 3.571
F 2.166 2.307 0.245
C 2.335 1.185 -0.558
F 2.295 1.730 -1.838
H 3.364 0.832 -0.398
C 0.101 4.393 2.271
S -1.069 3.090 1.752
C -1.930 2.864 3.354
O -0.192 1.859 1.640
H 0.519 4.170 3.247
H -0.414 5.348 2.284
H 0.895 4.427 1.532
H -2.658 3.663 3.460
H -1.238 2.881 4.189
H -2.445 1.907 3.325
Br -0.188 -0.680 -7.318
C -0.142 -0.329 -5.455
C -0.530 0.905 -4.959
C -0.485 1.133 -3.595
C -0.052 0.160 -2.690
C 0.328 -1.075 -3.224
C 0.284 -1.321 -4.584
H -0.853 1.679 -5.636
H -0.806 2.105 -3.239
H 0.667 -1.872 -2.574
H 0.586 -2.278 -4.974
C -3.387 -2.179 1.418
C -2.445 -1.604 2.256
C -1.379 -0.892 1.724
C -1.218 -0.737 0.345
C -2.154 -1.370 -0.477
C -3.225 -2.079 0.046
H -4.242 -2.694 1.831
H -2.546 -1.705 3.328
H -0.671 -0.432 2.401
H -2.059 -1.309 -1.554
H -3.932 -2.546 -0.624
F -1.004 2.286 -0.901
*
```

[4]
Molecular formula: C21H22BrN3O2
Method: DFT, ωB97M-V/def2-TZVPD

The value obtained for the energy relative to the best compared isomer or geometry (same formula, charge and spin) is 0.0 kJ/mol. The gap between HOMO and LUMO comes out at 0.3154 Ha. As for the structure (SMILES): O=C(N/C(=C/c1cccnc1)C(=O)N1CCCCCC1)c1cccc(Br)c1. The total energy comes out at -3702.22876 a.u. Its strongest force on any atom is 0.67 eV/A.

```
! RIJCOSX wB97M-V def2-TZVPD def2/J DEFGRID3
* xyz 0 1
O 0.947 2.735 -1.899
C 1.690 1.902 -1.421
N 1.280 0.697 -0.937
C 0.015 0.112 -1.011
C -0.980 0.569 -1.788
C -2.255 -0.088 -2.007
C -3.399 0.668 -2.277
C -4.605 0.026 -2.487
C -4.634 -1.360 -2.423
N -3.553 -2.093 -2.210
C -2.402 -1.480 -2.024
H -1.544 -2.127 -1.899
H -5.554 -1.912 -2.559
H -5.504 0.586 -2.693
H -3.333 1.746 -2.307
H -0.832 1.502 -2.313
C 0.008 -1.155 -0.197
O 0.933 -1.944 -0.348
N -0.971 -1.352 0.703
C -1.961 -0.369 1.074
C -2.143 -0.247 2.593
H -2.626 0.714 2.778
C -0.831 -0.328 3.377
C -0.463 -1.762 3.762
C 0.001 -2.619 2.587
H 0.136 -3.647 2.929
C -0.970 -2.623 1.406
H -0.650 -3.387 0.693
H -1.988 -2.844 1.728
H 0.967 -2.264 2.224
H -1.329 -2.231 4.234
H 0.338 -1.735 4.504
H -0.938 0.252 4.296
H -0.022 0.121 2.798
H -2.821 -1.021 2.955
H -2.927 -0.622 0.618
H -1.644 0.596 0.675
H 1.969 0.082 -0.518
C 3.157 2.151 -1.269
C 4.101 1.130 -1.327
C 5.442 1.450 -1.209
C 5.865 2.757 -1.031
C 4.920 3.768 -0.987
C 3.576 3.470 -1.113
H 2.828 4.247 -1.095
H 5.239 4.791 -0.859
H 6.917 2.979 -0.937
Br 6.740 0.056 -1.294
H 3.814 0.102 -1.495
*
```

[5]
Molecular formula: C21H22ClN7O2
Method: DFT, ωB97M-V/def2-TZVPD

The value obtained for the energy relative to the best compared isomer or geometry (same formula, charge and spin) is 13.9 kJ/mol. The gap between HOMO and LUMO comes out at 0.3136 Ha. As for the structure (SMILES): CCC(=O)Nc1ccc(Nc2nc(Cl)nc(Nc3ccc(NC(=O)CC)cc3)n2)cc1. The total energy comes out at -1807.52445 a.u. Its strongest force on any atom is 0.85 eV/A.

```
! RIJCOSX wB97M-V def2-TZVPD def2/J DEFGRID3
* xyz 0 1
C -9.333 -1.464 -1.177
C -8.878 -1.777 0.249
C -7.362 -1.875 0.314
O -6.774 -2.930 0.382
N -6.759 -0.652 0.264
C -5.398 -0.337 0.256
C -4.396 -1.302 0.311
C -3.071 -0.919 0.298
C -2.710 0.426 0.230
C -3.711 1.391 0.175
C -5.036 1.008 0.188
H -5.805 1.766 0.144
H -3.442 2.432 0.122
N -1.349 0.729 0.219
C -0.709 1.908 0.161
N 0.627 1.820 0.163
C 1.282 2.970 0.104
N 0.682 4.180 0.046
C -0.625 4.133 0.052
N -1.386 3.062 0.105
Cl -1.444 5.628 -0.018
N 2.625 3.034 0.095
C 3.588 2.030 0.137
C 3.278 0.676 0.221
C 4.279 -0.274 0.259
C 5.617 0.109 0.214
C 5.928 1.465 0.131
C 4.928 2.413 0.093
H 5.185 3.461 0.028
H 6.962 1.779 0.095
N 6.674 -0.805 0.249
C 6.633 -2.168 0.325
O 5.618 -2.823 0.394
C 8.019 -2.792 0.286
C 8.580 -2.760 -1.136
H 9.556 -3.239 -1.165
H 7.914 -3.293 -1.811
H 8.687 -1.739 -1.497
H 7.927 -3.826 0.619
H 8.688 -2.263 0.969
H 7.590 -0.382 0.203
H 4.031 -1.319 0.324
H 2.244 0.379 0.255
H 2.970 3.985 0.044
H -0.722 -0.064 0.259
H -2.302 -1.677 0.342
H -4.663 -2.344 0.365
H -7.370 0.153 0.215
H -9.287 -2.739 0.559
H -9.234 -1.007 0.937
H -8.944 -0.505 -1.515
H -10.419 -1.429 -1.225
H -8.982 -2.235 -1.858
*
```

[6]
Molecular formula: C21H22ClO5S
Method: DFT, ωB97M-V/def2-TZVPD

The gap between HOMO and LUMO comes out at 0.1895 Ha. The total energy comes out at -2048.04297 a.u. Its strongest force on any atom is 2.67 eV/A.

```
! RIJCOSX wB97M-V def2-TZVPD def2/J DEFGRID3
* xyz -1 1
C -3.606 4.346 2.938
C -3.618 2.845 3.089
O -2.349 2.282 2.916
C -2.405 0.957 3.237
C -1.130 0.236 3.100
C -0.024 0.950 2.832
C 1.319 0.411 2.652
C 2.377 0.956 3.372
C 3.653 0.447 3.236
Cl 4.942 1.111 4.169
C 3.894 -0.601 2.364
C 2.856 -1.138 1.633
C 1.578 -0.643 1.775
C -1.095 -1.236 3.248
O -0.306 -1.768 4.003
O -1.976 -1.919 2.464
C -1.947 -3.285 2.779
C -3.196 -3.961 2.269
O -3.413 0.394 3.620
H -4.605 4.766 3.049
H -2.959 4.803 3.686
H -3.220 4.633 1.960
H -3.966 2.542 4.087
H -4.276 2.361 2.356
H -0.140 2.018 2.768
H 2.195 1.750 4.075
H 4.892 -1.000 2.282
H 3.040 -1.952 0.952
H 0.763 -1.065 1.211
H -1.032 -3.702 2.340
H -1.856 -3.371 3.872
H -3.170 -5.041 2.409
H -4.071 -3.561 2.781
H -3.328 -3.747 1.209
C -2.210 7.106 -0.819
O -0.915 6.562 -0.740
C -0.862 5.193 -0.826
C 0.418 4.594 -0.819
C 0.571 3.241 -0.909
C -0.554 2.400 -1.003
S -0.370 0.750 -1.104
C -1.835 2.986 -1.008
C -1.986 4.341 -0.923
H -2.128 8.193 -0.786
H -2.674 6.811 -1.762
H -2.808 6.765 0.028
H 1.275 5.239 -0.743
H 1.554 2.797 -0.912
H -2.697 2.342 -1.079
H -2.974 4.760 -0.925
*
```

[7]
Molecular formula: C21H22F5N3O4S2
Method: DFT, ωB97M-V/def2-TZVPD

The value obtained for the energy relative to the best compared isomer or geometry (same formula, charge and spin) is 0.0 kJ/mol. The gap between HOMO and LUMO comes out at 0.3337 Ha. As for the structure (SMILES): O=C(CNc1cc(S(=O)(=O)N2CCCC2)ccc1OCC(F)(F)F)Nc1ccc(SC(F)F)cc1. The total energy comes out at -2574.40122 a.u. Its strongest force on any atom is 1.22 eV/A.

```
! RIJCOSX wB97M-V def2-TZVPD def2/J DEFGRID3
* xyz 0 1
O -0.290 -0.348 -3.541
C -1.194 -0.026 -2.804
N -1.181 1.032 -1.953
C -0.032 1.636 -1.422
C 1.176 1.660 -2.110
C 2.307 2.152 -1.486
C 2.229 2.623 -0.187
C 1.016 2.662 0.481
C -0.114 2.170 -0.137
H -1.059 2.164 0.386
H 0.969 3.049 1.486
S 3.723 3.125 0.656
C 4.254 1.427 1.090
F 4.890 0.841 0.047
F 5.137 1.463 2.098
H 3.385 0.812 1.361
H 3.255 2.150 -2.001
H 1.235 1.264 -3.109
H -2.012 1.156 -1.388
C -2.502 -0.830 -2.755
N -3.118 -0.816 -1.451
C -2.478 -1.226 -0.309
C -1.100 -1.442 -0.230
C -0.502 -1.688 0.985
C -1.231 -1.787 2.152
C -2.608 -1.632 2.089
C -3.220 -1.339 0.884
O -4.609 -1.178 0.796
C -5.146 -0.092 1.492
C -4.939 1.217 0.721
F -3.641 1.546 0.603
F -5.546 2.244 1.323
F -5.417 1.148 -0.528
H -6.223 -0.262 1.575
H -4.710 0.038 2.490
H -3.209 -1.732 2.980
H -0.725 -1.989 3.081
S 1.289 -1.720 1.044
O 1.696 -2.539 2.149
O 1.702 -0.335 1.056
N 1.684 -2.436 -0.414
C 2.454 -3.664 -0.315
H 2.275 -4.119 0.657
C 3.899 -3.219 -0.529
H 4.552 -4.038 -0.824
C 3.756 -2.151 -1.616
H 4.512 -1.375 -1.529
H 3.833 -2.604 -2.605
C 2.339 -1.585 -1.404
H 1.755 -1.598 -2.329
H 2.355 -0.566 -1.020
H 4.275 -2.777 0.394
H 2.125 -4.341 -1.110
H -0.474 -1.411 -1.104
H -4.121 -0.920 -1.430
H -3.202 -0.385 -3.467
H -2.262 -1.844 -3.104
*
```

[8]
Molecular formula: C21H22FN3O
Method: DFT, ωB97M-V/def2-TZVPD

The value obtained for the energy relative to the best compared isomer or geometry (same formula, charge and spin) is 551.2 kJ/mol. The gap between HOMO and LUMO comes out at 0.3049 Ha. As for the structure (SMILES): N#Cc1c(N2CCC(c3ccccc3F)CC2)ccn(CC2CC2)c1=O. The total energy comes out at -1152.63439 a.u. Its strongest force on any atom is 5.99 eV/A.

```
! RIJCOSX wB97M-V def2-TZVPD def2/J DEFGRID3
* xyz 0 1
N 3.988 -0.026 -0.833
O 3.376 -3.395 0.697
F -2.732 4.639 1.521
C 3.144 -0.638 -0.227
C 2.316 -2.877 0.823
C -0.201 -1.740 1.180
C 2.111 -1.448 0.385
C 0.817 -1.023 0.419
C 0.062 -2.909 1.726
C -2.089 6.520 -1.644
C -1.236 5.696 -2.399
C -2.559 6.088 -0.363
C -0.919 4.448 -1.750
C -2.355 4.891 0.228
C -1.458 3.949 -0.477
N 0.626 0.331 0.185
N 1.230 -3.531 1.375
C 0.013 0.831 -1.150
C 0.664 1.216 1.345
C 1.279 -4.963 1.496
C -1.273 1.500 -0.801
C 0.298 2.662 0.922
C 0.143 -6.605 -0.211
C 0.311 -5.300 -1.101
C -1.068 2.625 0.216
C 1.298 -5.566 0.124
H -1.118 -1.155 1.269
H -0.535 -3.430 2.376
H -2.544 7.462 -1.897
H -0.989 5.985 -3.392
H -3.311 6.715 0.175
H -0.307 3.801 -2.349
H 0.793 1.564 -1.557
H -0.103 -0.014 -1.815
H 0.096 0.862 2.193
H 1.724 1.450 1.749
H 2.183 -5.177 2.046
H 0.373 -5.252 2.110
H -1.626 1.935 -1.766
H -2.074 0.805 -0.398
H 0.132 3.385 1.777
H 1.067 3.120 0.240
H 0.392 -7.503 -0.696
H -0.769 -6.551 0.464
H -0.388 -4.564 -0.971
H 0.681 -5.546 -2.014
H -1.789 2.396 1.001
H 2.326 -5.667 -0.228
*
```